Density functional theory data (ωB97M-V/def2-TZVPD) for a molecular structure, C35H45N7O3PS3Ta in a non-equilibrium geometry.

Structure (XYZ):
```
95
Properties=species:S:1:pos:R:3:forces:R:3
Ta -0.563 -0.071 0.136 4.765 -2.094 -1.199
C 6.258 2.127 -1.475 0.089 0.015 0.047
C 4.979 1.405 -1.176 -0.061 -0.096 0.050
C 4.783 0.072 -1.526 0.000 0.111 0.002
C 3.575 -0.552 -1.288 -0.238 -0.124 0.006
C 2.514 0.094 -0.648 0.292 0.329 0.113
N 1.245 -0.505 -0.507 0.719 0.593 -0.701
C 1.236 -1.942 -0.668 -0.648 0.099 0.379
C 1.112 -2.536 -1.924 -0.157 0.000 -0.116
C 1.167 -3.906 -2.069 -0.037 0.043 -0.045
C 1.331 -4.740 -0.959 0.008 0.160 0.023
C 1.333 -6.228 -1.114 -0.016 -0.030 0.009
C 1.462 -4.149 0.295 -0.058 -0.068 0.091
C 1.425 -2.772 0.449 0.024 0.090 -0.137
N 1.628 -2.196 1.717 0.208 -0.218 0.073
C 2.432 -2.666 2.704 0.057 0.110 0.292
C 2.449 -1.723 3.698 0.035 -0.064 -0.084
C 1.612 -0.697 3.234 0.078 -0.031 -0.100
N 1.125 -0.990 2.040 -0.640 0.497 -0.212
C 2.766 1.388 -0.170 0.180 -0.226 -0.304
C 3.953 2.038 -0.490 -0.086 0.058 0.035
N 1.879 2.054 0.716 0.103 0.145 0.161
C 2.236 2.962 1.645 -0.247 0.002 0.084
C 1.100 3.358 2.322 -0.051 0.006 -0.032
C 0.073 2.628 1.747 0.137 0.105 0.083
N 0.549 1.836 0.771 -0.869 -0.846 -0.050
H 6.842 1.601 -2.226 -0.007 0.013 -0.031
H 6.870 2.202 -0.574 0.004 -0.003 -0.004
H 6.069 3.141 -1.824 -0.006 -0.006 -0.030
H 5.576 -0.481 -2.012 -0.003 0.013 -0.043
H 3.449 -1.576 -1.608 -0.009 -0.007 -0.051
H 1.006 -1.906 -2.796 -0.021 0.025 0.036
H 1.075 -4.341 -3.055 0.013 -0.008 -0.012
H 1.727 -6.518 -2.086 0.012 -0.015 0.002
H 0.310 -6.607 -1.048 0.002 -0.013 0.000
H 1.917 -6.713 -0.336 0.005 -0.003 0.004
H 1.574 -4.781 1.166 -0.001 0.017 0.029
H 2.943 -3.610 2.633 0.005 -0.008 -0.105
H 3.000 -1.761 4.620 -0.021 -0.009 0.030
H 1.361 0.231 3.721 -0.103 -0.008 0.001
H 4.085 3.073 -0.202 -0.001 0.007 0.046
H 3.257 3.265 1.794 0.061 -0.071 -0.095
H 1.033 4.073 3.122 0.010 0.016 0.006
H -0.979 2.631 1.980 -0.011 -0.025 0.010
N -4.202 -1.767 7.405 -0.132 -0.183 -0.349
C -3.146 -0.983 7.175 0.282 0.413 0.808
S -2.413 -0.119 8.376 -0.106 -0.135 -0.206
C -2.599 -0.941 5.795 0.001 -0.156 -0.313
C -1.984 0.216 5.324 -0.003 0.044 -0.061
C -1.456 0.220 4.050 -0.080 -0.146 0.018
N -1.474 -0.834 3.230 -0.140 -0.038 0.354
C -2.045 -1.941 3.695 0.146 -0.020 0.010
C -2.626 -2.044 4.949 0.052 0.078 0.100
H -4.589 -1.795 8.334 0.039 -0.003 0.030
H -4.707 -2.225 6.664 -0.008 0.049 -0.005
H -1.916 1.089 5.956 -0.039 0.001 0.038
H -0.978 1.112 3.662 -0.027 0.082 0.052
H -2.035 -2.800 3.034 -0.056 -0.039 -0.005
H -3.048 -2.990 5.261 -0.022 -0.002 0.012
O -2.073 0.700 0.989 -0.931 1.965 1.366
S -3.079 -0.435 0.690 -3.482 -1.002 -0.455
O -3.585 -0.171 -0.632 -0.342 -0.052 0.338
O -3.980 -0.667 1.756 0.248 0.287 0.109
S -1.840 -2.044 0.364 0.588 0.347 -0.078
C -1.922 -1.332 -3.337 -0.085 0.000 -0.014
C -2.432 0.108 -3.348 0.267 -0.064 0.101
C -2.415 0.650 -4.778 -0.071 0.068 0.006
P -1.555 1.195 -2.108 0.197 0.336 -0.135
C -0.093 2.078 -2.869 -0.019 -0.292 0.033
C -0.376 3.168 -3.905 -0.065 0.059 0.066
C 0.908 1.071 -3.445 -0.040 0.037 -0.001
C -2.784 2.515 -1.613 0.180 -0.077 0.085
C -2.121 3.663 -0.853 0.018 -0.102 -0.054
C -3.652 3.030 -2.762 0.063 -0.064 -0.007
H -2.561 -1.935 -3.982 0.024 0.004 -0.038
H -1.964 -1.774 -2.345 0.052 -0.020 0.010
H -0.905 -1.401 -3.725 0.004 0.024 -0.012
H -3.458 0.100 -2.980 0.011 0.057 0.052
H -1.408 0.679 -5.192 -0.016 -0.008 -0.010
H -2.863 1.636 -4.860 0.072 0.010 -0.044
H -2.999 -0.024 -5.406 -0.017 -0.024 0.029
H 0.373 2.559 -1.999 -0.039 -0.022 0.034
H -0.853 2.771 -4.798 -0.016 0.032 0.020
H 0.578 3.598 -4.213 0.006 0.010 0.023
H -0.986 3.977 -3.510 0.007 0.000 -0.050
H 0.561 0.679 -4.401 0.003 -0.035 0.008
H 1.082 0.244 -2.764 0.039 -0.048 -0.096
H 1.865 1.563 -3.625 0.003 0.018 0.001
H -3.440 1.991 -0.923 -0.033 0.009 -0.002
H -1.463 4.259 -1.485 0.024 0.001 0.030
H -1.551 3.292 -0.006 0.031 0.105 -0.011
H -2.896 4.326 -0.469 -0.006 0.002 0.003
H -3.069 3.532 -3.531 -0.054 -0.016 -0.037
H -4.354 3.760 -2.357 -0.014 -0.012 0.029
H -4.238 2.232 -3.214 -0.035 0.042 -0.047
```
Positions in Å, forces in eV/Å.

For the frontier orbital gap, the calculation gives 4.8 eV. The lowest unoccupied orbital energy is -7.23 eV. As for the total charge: +2. The molecular weight comes out at 919.91 g/mol. The calculation puts the energy relative to the best compared isomer or geometry (same formula, charge and spin) at 114.3 kJ/mol.

---

Density functional theory data (ωB97M-V/def2-TZVPD) for a molecular structure, C35H46BF4N9O3SScSeSi in a non-equilibrium geometry.

Structure (XYZ):
```
102
Properties=species:S:1:pos:R:3:forces:R:3
Sc 15.648 12.754 14.864 -0.885 1.243 0.280
C 17.736 14.626 10.416 -0.203 0.067 0.293
C 18.483 13.896 11.544 -0.277 -0.283 0.202
C 18.923 14.734 12.717 -1.046 0.636 0.073
C 20.238 15.127 12.748 1.075 0.143 0.367
C 20.711 15.971 13.750 0.352 0.379 0.143
C 19.833 16.515 14.687 0.312 -0.138 -0.080
C 18.487 16.151 14.708 -0.427 -0.158 -1.048
C 17.547 16.798 15.711 0.130 -0.913 0.279
C 16.999 18.171 15.320 0.015 -0.093 -0.160
C 18.015 15.246 13.698 0.979 0.464 -0.346
N 16.673 14.846 13.667 -1.473 0.474 0.293
C 15.715 15.688 13.326 0.059 -0.376 0.113
C 14.349 15.467 13.697 -0.252 0.845 -0.831
C 13.178 16.273 13.397 1.539 -0.425 0.229
C 12.132 15.669 14.076 -0.125 -0.438 0.293
C 12.682 14.549 14.751 0.923 0.055 -0.347
N 14.020 14.415 14.505 -1.162 -0.007 0.328
H 17.488 13.901 9.630 0.053 0.187 0.066
H 18.342 15.433 9.980 -0.100 -0.207 0.102
H 16.792 15.063 10.778 0.310 -0.143 -0.101
H 19.387 13.446 11.125 -0.097 -0.114 -0.034
H 17.862 13.076 11.917 -0.023 0.087 -0.137
H 20.929 14.767 11.971 -0.334 0.119 0.408
H 21.777 16.236 13.791 -0.498 -0.042 -0.105
H 20.203 17.267 15.399 -0.177 -0.444 -0.169
H 18.098 16.877 16.665 -0.197 0.052 -0.247
H 16.726 16.076 15.889 0.213 0.506 0.015
H 17.789 18.903 15.101 -0.049 -0.258 0.061
H 16.398 18.561 16.144 -0.069 0.044 -0.105
H 16.366 18.087 14.429 0.049 0.101 0.195
H 15.907 16.620 12.736 0.187 -0.657 0.560
H 13.192 17.209 12.835 -0.093 -0.418 0.109
H 11.076 15.963 14.106 0.621 -0.075 0.016
H 12.167 13.861 15.409 0.142 0.053 -0.124
C 17.204 11.802 19.196 0.074 0.447 -0.624
Si 15.526 12.668 19.354 -0.192 -0.058 0.074
C 14.425 11.556 20.440 -0.039 0.001 -0.201
C 15.745 14.393 20.153 0.257 0.150 -0.159
Se 14.342 13.007 17.498 0.013 0.039 -0.742
H 17.507 11.332 20.136 0.017 0.031 -0.040
H 17.965 12.553 18.898 -0.305 -0.432 0.228
H 17.163 11.047 18.391 0.032 0.263 0.478
H 14.772 11.489 21.475 -0.025 0.000 0.056
H 14.390 10.532 20.019 0.069 0.486 0.118
H 13.399 11.953 20.419 0.281 -0.123 0.091
H 16.186 14.351 21.156 0.020 -0.028 -0.021
H 14.769 14.888 20.235 0.109 -0.172 -0.026
H 16.378 15.069 19.531 -0.345 -0.576 0.274
C 19.784 13.700 17.218 0.198 0.513 0.175
N 19.492 12.785 16.130 0.457 -0.052 -0.007
C 20.502 11.988 15.640 -0.369 0.283 -0.003
C 20.285 11.222 14.557 1.073 -0.413 -0.185
C 19.002 11.270 13.924 0.018 0.110 -0.100
N 18.041 12.016 14.458 -0.688 0.238 -0.061
C 18.251 12.740 15.559 0.035 -0.061 0.318
O 17.285 13.364 16.081 0.676 -0.220 -0.249
N 18.774 10.621 12.801 -0.133 0.100 -0.068
H 20.543 14.430 16.884 -0.314 -0.276 0.155
H 20.174 13.104 18.043 -0.051 0.231 0.205
H 18.879 14.249 17.524 0.362 -0.444 -0.213
H 21.459 12.041 16.178 -0.535 -0.008 -0.331
H 21.090 10.620 14.112 -0.462 0.281 0.390
H 19.513 10.088 12.373 -0.193 0.050 0.027
H 17.855 10.733 12.313 0.159 -0.166 0.058
F 15.743 10.800 15.566 0.163 -0.379 -0.206
B 16.520 9.532 15.812 0.116 0.366 0.052
F 15.662 8.703 16.496 -0.384 -0.395 0.318
F 17.605 9.887 16.585 0.319 0.126 0.066
F 16.890 9.003 14.613 0.057 -0.020 -0.489
C 15.802 11.089 7.724 0.923 -0.277 -0.153
N 15.654 11.391 9.137 -0.204 -0.367 -1.018
C 14.513 11.996 9.544 -0.386 0.503 0.743
C 14.332 12.263 10.854 -0.854 0.469 -0.122
C 15.356 11.848 11.774 0.003 -0.055 -0.065
O 15.274 12.220 12.984 0.042 -0.352 -0.058
N 16.373 11.101 11.360 0.362 0.397 -0.169
C 16.640 10.962 10.028 0.035 -0.102 0.668
O 17.697 10.493 9.613 -0.332 -0.023 -0.288
H 14.939 11.469 7.178 0.127 -0.051 0.073
H 15.907 10.002 7.569 -0.122 0.374 0.064
H 16.729 11.551 7.356 -0.323 -0.111 -0.047
H 13.804 12.295 8.758 0.384 -0.234 0.482
H 13.454 12.794 11.242 0.465 -0.274 -0.249
N 13.048 9.808 16.370 0.784 0.512 0.045
C 12.384 9.957 15.176 -0.592 0.108 -0.898
S 12.453 11.296 14.179 0.557 -0.040 0.786
N 11.622 8.863 14.869 0.262 -0.399 0.537
C 10.517 8.693 14.029 -0.525 0.140 -0.040
C 9.908 9.736 13.338 -0.073 0.525 -0.312
C 8.753 9.491 12.594 -0.052 0.249 -0.185
C 8.152 8.242 12.560 0.502 -0.314 0.212
C 8.752 7.195 13.288 -0.233 -0.161 -0.188
C 9.925 7.418 14.005 -0.025 0.203 -0.372
H 13.434 10.716 16.674 -0.152 -0.240 -0.068
H 13.864 9.181 16.318 -0.571 -0.079 0.118
H 11.675 8.149 15.582 0.081 0.063 0.022
H 10.350 10.741 13.380 -0.383 -0.753 -0.109
H 8.318 10.309 12.004 0.192 -0.317 0.372
H 7.272 8.097 11.937 0.127 -0.166 0.275
H 8.302 6.187 13.275 0.327 0.649 0.021
H 10.446 6.619 14.528 -0.287 -0.037 -0.027
```
Positions in Å, forces in eV/Å.

For the frontier orbital gap, the calculation gives 6.7 eV. The lowest unoccupied orbital energy is 2.30 eV. As for the total charge: -1. The molecular weight comes out at 911.69 g/mol. The calculation puts the energy relative to the best compared isomer or geometry (same formula, charge and spin) at 0.0 kJ/mol.